[1]
This record from the OMol25 dataset describes C18H27F14Li2N3O6P2 as an isolated structure in a non-equilibrium geometry. The level of theory is ωB97M-V/def2-TZVPD.

## Properties
* charge: 0
* E_LUMO: -2.00 eV
* energy relative to the best compared isomer or geometry (same formula, charge and spin): 27.68 kcal per mole
* orbital gap: 8.86 eV
* largest force on an atom: 0.0280 Eh/bohr

Each line ends with the Löwdin charge.
Atoms and positions in Å:
Li1 -3.88633 2.96556 -0.32891  0.825
Li2 -0.13089 -2.41542 -1.40917  0.693
P1 -1.22944 0.43159 -1.27559  0.168
F1 -2.43944 1.14346 -0.44131  -0.215
F2 -2.20469 0.29285 -2.55267  -0.130
F3 -0.76593 1.89241 -1.77729  -0.139
F4 -0.02220 -0.25396 -2.08497  -0.151
F5 -0.29012 0.53585 0.03001  -0.149
F6 -1.70293 -1.04140 -0.77323  -0.182
P2 2.57557 -2.79034 -2.26377  0.153
F7 3.34308 -3.75947 -3.25501  -0.113
F8 3.56990 -1.57274 -2.53077  -0.123
F9 1.62580 -2.19562 -3.44203  -0.169
F10 1.70115 -1.90232 -1.15010  -0.271
F11 1.38948 -3.93786 -2.08732  -0.218
F12 3.42907 -3.29746 -1.01939  -0.124
C1 0.86160 5.75136 0.85936  -0.097
C2 0.72760 5.03487 2.18714  -0.225
C3 0.03155 3.65975 2.07180  -0.164
C4 -1.26179 3.66712 1.40557  -0.182
N1 -2.26823 3.64246 0.86068  0.102
H1 -0.05335 5.92865 0.29728  0.074
H2 1.53878 5.17551 0.21839  0.074
H3 1.40951 6.69165 0.94705  0.080
H4 0.13328 5.60990 2.89921  0.113
H5 1.71181 4.81765 2.59637  0.118
H6 -0.09378 3.23718 3.07408  0.117
H7 0.64267 2.91007 1.55443  0.115
C5 0.64154 0.64302 5.13388  -0.106
C6 1.06001 0.21062 3.73444  -0.242
C7 -0.12305 -0.19271 2.84182  -0.186
C8 -0.96983 -1.21872 3.44750  -0.211
N2 -1.65608 -2.02948 3.87750  0.169
H8 1.48893 0.86387 5.77732  0.074
H9 0.01409 -0.11836 5.60695  0.070
H10 -0.02050 1.51681 5.10233  0.067
H11 1.75569 -0.62657 3.77986  0.118
H12 1.57596 1.04724 3.25667  0.099
H13 0.27752 -0.73163 1.97338  0.103
H14 -0.69388 0.64953 2.46020  0.098
C9 -0.14481 -5.93604 3.41964  -0.094
C10 -1.37133 -6.00373 2.52201  -0.252
C11 -1.95083 -4.64591 2.10054  -0.194
C12 -1.09099 -3.83997 1.26000  -0.183
N3 -0.39405 -3.20164 0.60706  0.154
H15 0.53176 -5.16315 3.04686  0.073
H16 0.34919 -6.90374 3.40454  0.073
H17 -0.39749 -5.63830 4.43664  0.075
H18 -2.18523 -6.58088 2.96691  0.109
H19 -1.15713 -6.55036 1.59824  0.112
H20 -2.33916 -4.07667 2.94526  0.084
H21 -2.87954 -4.84032 1.54862  0.126
C13 2.38810 2.02195 -0.90562  -0.062
C14 2.75565 1.57840 -2.31978  -0.297
O1 4.16560 1.58652 -2.30079  0.144
C15 4.64281 2.09956 -1.13928  -0.550
O2 5.78758 2.21581 -0.86701  0.180
O3 3.61528 2.52535 -0.36505  0.057
F13 2.31448 2.39201 -3.31114  0.077
H22 2.04399 1.20488 -0.27335  0.122
H23 1.63245 2.80342 -0.85671  0.115
H24 2.41820 0.55891 -2.49797  0.139
C16 -2.58376 1.20562 -5.81071  -0.064
C17 -3.77541 0.79934 -4.96049  -0.297
O4 -3.76268 -0.60770 -5.08373  0.124
C18 -2.54771 -1.01480 -5.55876  -0.544
O5 -2.24027 -2.13064 -5.75974  0.205
O6 -1.74095 0.07015 -5.73465  0.076
F14 -4.93988 1.31344 -5.50964  0.033
H25 -2.11794 2.12579 -5.46371  0.141
H26 -2.91191 1.37670 -6.83905  0.144
H27 -3.80608 1.02108 -3.90084  0.138


[2]
This record from the OMol25 dataset describes a 6-piece molecular cluster, C22H32O18 overall in a non-equilibrium geometry. The level of theory is ωB97M-V/def2-TZVPD.

## Properties
* 2S+1: 2
* charge: +1
* E_LUMO (alpha / beta): -3.64 / -9.94 eV
* energy relative to the best compared isomer or geometry (same formula, charge and spin): 0.00 kcal per mole
* orbital gap (alpha / beta): 8.48 / 2.19 eV
* largest force on an atom: 0.1015 Eh/bohr
* expectation value of S²: 0.756

Each line ends with the Löwdin charge.
Atoms and positions in Å:
C1 -2.51915 -0.46369 -1.72397  -0.153
C2 -2.02748 -1.19426 -0.52162  -0.109
O1 -1.25936 -0.23216 0.19263  0.085
C3 -1.32093 0.93941 -0.46713  -0.526
O2 -0.73807 1.97237 -0.14327  0.120
O3 -2.26297 0.85268 -1.41809  0.070
H1 -3.59603 -0.63054 -1.74819  0.147
H2 -1.99818 -0.78639 -2.62539  0.122
H3 -1.51061 -2.12604 -0.75124  0.124
H4 -2.86881 -1.46229 0.11746  0.132
C4 -2.27986 -3.45474 -4.72750  -0.157
C5 -1.83481 -4.84666 -5.03900  -0.123
O4 -1.09172 -5.25521 -3.91309  0.070
C6 -1.39206 -4.36927 -2.90267  -0.490
O5 -1.06224 -4.45074 -1.71734  0.120
O6 -2.14762 -3.34975 -3.35403  0.047
H5 -3.31601 -3.34193 -5.04648  0.139
H6 -1.69126 -2.67015 -5.20299  0.132
H7 -1.10577 -4.83973 -5.84929  0.144
H8 -2.66733 -5.54951 -5.07099  0.145
C7 -5.15155 -2.79279 3.58359  0.001
C8 -3.71738 -3.37235 3.72207  -0.314
C9 -3.06011 -3.94395 2.51717  -0.094
O7 -1.93521 -3.12489 2.38107  0.085
C10 -1.87680 -2.21000 3.31916  -0.555
O8 -0.92427 -1.43094 3.44010  0.107
O9 -2.91290 -2.30882 4.13994  0.102
H9 -5.61365 -2.60578 4.55291  0.087
H10 -5.83667 -3.33050 2.92816  0.081
H11 -5.12920 -1.83183 3.06962  0.085
H12 -3.57961 -3.99562 4.60561  0.161
H13 -3.63572 -3.89315 1.59293  0.137
H14 -2.80172 -4.98793 2.69447  0.144
C11 2.35751 1.71213 -2.48750  0.045
C12 1.06802 1.80458 -3.33613  -0.288
C13 0.24657 3.03586 -3.37303  -0.062
O10 0.13605 3.31478 -4.69265  0.220
C14 1.03514 2.66422 -5.34959  -0.413
O11 1.47888 3.01092 -6.45392  0.483
O12 1.46685 1.66473 -4.64641  0.191
H15 2.88159 0.78341 -2.71316  0.102
H16 2.22281 1.68498 -1.40620  0.091
H17 2.94197 2.61138 -2.68202  0.100
H18 0.45596 0.91535 -3.18534  0.168
H19 0.73122 3.81945 -2.79062  0.147
H20 -0.73172 2.73663 -2.99686  0.165
C15 3.25379 5.39587 2.65381  0.009
C16 2.77512 4.56207 1.43489  -0.366
C17 1.29581 4.49169 1.23524  -0.118
O13 1.03916 4.76376 -0.10830  0.077
C18 2.19057 5.12135 -0.69668  -0.445
O14 2.35776 5.53117 -1.87837  0.079
O15 3.14308 5.24261 0.30621  0.081
H21 4.33167 5.55794 2.64917  0.091
H22 2.98400 4.89513 3.58362  0.090
H23 2.68983 6.32292 2.55064  0.091
H24 3.23622 3.58016 1.54136  0.143
H25 0.67047 5.12991 1.85951  0.149
H26 0.96935 3.47328 1.44593  0.117
C19 2.17311 0.39840 2.02018  -0.015
C20 2.45523 -0.38351 3.28986  -0.305
C21 2.74946 -1.82719 2.96325  -0.122
O16 3.91290 -2.19612 3.67360  0.086
C22 4.46277 -1.06021 4.18954  -0.481
O17 5.56711 -1.02644 4.73047  0.124
O18 3.70042 0.05803 3.89667  0.069
H27 2.20738 1.48470 2.10311  0.062
H28 1.20924 0.22340 1.54223  0.075
H29 2.86048 0.07091 1.24020  0.083
H30 1.67532 -0.32606 4.04917  0.150
H31 2.84803 -1.89569 1.87988  0.129
H32 1.81593 -2.25932 3.32364  0.131


[3]
This record from the OMol25 dataset describes an isolated ion of composition C15H22FN4OS and charge +1 in a non-equilibrium geometry. The level of theory is ωB97M-V/def2-TZVPD.

## Properties
* charge: +1
* E_LUMO: -4.71 eV
* SMILES: C[C@H](F)c1cc[n+](CCCCCCCSc2nnco2)nc1
* energy relative to the best compared isomer or geometry (same formula, charge and spin): 43.35 kcal per mole
* orbital gap: 6.81 eV
* largest force on an atom: 0.0810 Eh/bohr

Each line ends with the Löwdin charge.
Atoms and positions in Å:
C1 3.01594 3.27560 1.49522  -0.014
C2 3.69786 2.51733 0.27914  -0.303
F1 3.56603 3.31732 -0.85953  -0.008
C3 3.09817 1.10652 0.11550  -0.063
C4 3.04491 0.12535 1.19532  0.096
C5 2.40477 -1.09880 0.76340  0.017
N1 1.93678 -1.28293 -0.47272  -0.128
C6 1.24512 -2.58901 -0.76458  -0.078
C7 -0.29118 -2.25846 -0.93092  -0.172
C8 -1.22718 -2.88984 0.17329  -0.189
C9 -2.66105 -2.22830 -0.02841  -0.190
C10 -3.05875 -1.23019 1.12183  -0.189
C11 -1.91991 -0.21899 1.53855  -0.237
C12 -2.33339 1.31261 1.38134  -0.440
S1 -1.12315 2.24393 0.34438  0.926
C13 -1.62555 1.83928 -1.34064  -0.625
N2 -0.91458 2.03309 -2.46398  0.016
N3 -1.71201 1.60034 -3.47309  0.011
C14 -2.86796 1.12202 -2.99892  -0.111
O1 -2.82988 1.28054 -1.62714  -0.021
N4 1.98230 -0.47672 -1.50941  0.183
C15 2.56243 0.67677 -1.16395  0.006
H1 1.95332 2.93670 1.59832  0.070
H2 3.03394 4.36099 1.24558  0.099
H3 3.52992 3.06712 2.46600  0.092
H4 4.79074 2.45471 0.53569  0.167
H5 3.41137 0.31592 2.21928  0.139
H6 2.30003 -1.91982 1.50640  0.156
H7 1.45651 -3.35175 0.02213  0.133
H8 1.60996 -2.98050 -1.74810  0.139
H9 -0.42288 -1.15007 -0.87639  0.090
H10 -0.62396 -2.58430 -1.94680  0.129
H11 -0.84046 -2.77486 1.21667  0.112
H12 -1.33024 -3.98654 -0.03452  0.115
H13 -3.44117 -3.01821 -0.13852  0.114
H14 -2.61897 -1.66079 -1.00032  0.100
H15 -3.92344 -0.62716 0.74370  0.106
H16 -3.44430 -1.84414 1.97683  0.117
H17 -1.76445 -0.36389 2.64434  0.111
H18 -0.94253 -0.39460 1.03106  0.063
H19 -3.36687 1.42572 0.97840  0.082
H20 -2.31892 1.80143 2.39174  0.086
H21 -3.67748 0.69435 -3.61193  0.142
H22 2.64017 1.42224 -1.99426  0.149


[4]
This record from the OMol25 dataset describes a 10-piece molecular cluster, C21H41Cl22F3NOS3 overall in a non-equilibrium geometry. The level of theory is ωB97M-V/def2-TZVPD.

## Properties
* charge: +1
* E_LUMO: -3.14 eV
* orbital gap: 7.65 eV
* largest force on an atom: 0.1438 Eh/bohr

Each line ends with the Löwdin charge.
Atoms and positions in Å:
C1 2.62161 -0.20824 1.84468  -0.199
C2 3.16029 -0.06145 0.30364  -0.232
N1 2.58818 -1.05903 -0.67756  -0.175
C3 2.59914 -0.36515 -2.04499  -0.295
C4 4.13406 -0.32809 -2.70183  -0.142
C5 1.13905 -1.39527 -0.40541  -0.910
S1 0.60474 -2.81171 0.44119  0.623
S2 -0.26588 -0.27684 -1.03003  0.764
C6 -1.55527 -0.00189 0.30022  -0.479
C7 -2.11248 1.55979 0.08059  -0.251
C8 -0.91815 2.53796 0.64411  -0.351
S3 0.02953 3.44110 -0.74515  0.887
C9 1.85595 3.57547 -0.34910  -0.345
O1 2.39047 4.94803 -0.32851  -0.083
C10 3.87632 4.92010 -0.41716  -0.212
F1 4.38888 4.63756 -1.78440  0.062
F2 4.35093 6.31535 -0.08558  0.040
F3 4.45041 3.99850 0.62263  0.039
H1 2.35269 -1.29978 2.17585  0.064
H2 1.75863 0.58158 2.08290  -0.019
H3 3.52943 0.12545 2.54476  0.056
H4 3.04426 1.06247 -0.00011  0.091
H5 4.33539 -0.26766 0.34197  0.138
H6 2.25117 0.75411 -2.00658  0.077
H7 1.92283 -0.90513 -2.83752  0.065
H8 4.13976 0.59659 -3.44808  0.002
H9 4.25183 -1.32384 -3.30522  0.010
H10 4.94617 -0.15264 -1.87537  0.083
H11 -2.46868 -0.72525 0.04775  -0.010
H12 -1.17309 -0.10949 1.40109  0.049
H13 -2.28393 1.79517 -1.06107  0.112
H14 -3.13058 1.64270 0.65182  0.137
H15 -0.14835 1.89310 1.27694  0.080
H16 -1.37294 3.36685 1.33407  0.081
H17 -0.05013 2.53063 -1.83846  0.040
H18 2.07070 2.98147 0.65551  0.138
H19 2.43513 2.98714 -1.21122  0.130
C11 4.77801 0.82364 -6.59175  -0.987
Cl1 3.26835 0.58674 -5.70307  0.545
Cl2 6.17154 0.33421 -5.62020  0.533
H20 4.75184 0.22298 -7.50412  0.034
H21 4.87737 1.88110 -6.84886  0.034
C12 -4.63286 -2.75233 -1.01424  -0.972
Cl3 -4.49848 -1.04975 -1.47048  0.535
Cl4 -3.39031 -3.19545 0.16265  0.507
H22 -5.61777 -2.92612 -0.57420  0.040
H23 -4.51346 -3.37053 -1.90743  0.018
C13 -2.06063 6.22207 1.11828  -0.949
Cl5 -1.49556 7.16059 2.50566  0.503
Cl6 -0.70199 5.54099 0.21518  0.481
H24 -2.69519 5.40708 1.47466  0.044
H25 -2.63550 6.87529 0.45717  0.040
C14 7.25359 6.49909 1.90228  -1.050
Cl7 7.50673 6.80734 3.62444  0.507
Cl8 8.73244 5.90302 1.13869  0.505
H26 6.46671 5.74984 1.78681  0.003
H27 6.95167 7.42942 1.41490  0.029
C15 0.44390 9.48515 0.54652  -0.932
Cl9 -0.35156 7.90653 0.53377  0.441
Cl10 1.75486 9.54640 -0.63796  0.523
H28 -0.29134 10.25605 0.30359  0.040
H29 0.85528 9.66826 1.54224  0.041
C16 -3.02742 -7.42224 0.09498  -1.007
Cl11 -4.72490 -7.17233 0.52051  0.480
Cl12 -2.54685 -6.37468 -1.24555  0.484
H30 -2.40555 -7.19543 0.96430  0.029
H31 -2.88414 -8.46487 -0.19929  0.031
C17 -5.12742 -6.30283 4.37558  -1.012
Cl13 -6.82490 -6.05293 4.80110  0.533
Cl14 -4.64685 -5.25527 3.03504  0.463
H32 -4.50555 -6.07603 5.24490  0.031
H33 -4.98414 -7.34547 4.08130  0.030
C18 0.99969 0.29823 5.19826  -0.949
Cl15 2.76279 0.24261 5.08277  0.567
Cl16 0.25245 0.13743 3.60416  0.583
H34 0.65879 -0.52147 5.83526  0.039
H35 0.70177 1.25419 5.63599  0.036
C19 -3.06940 -5.57907 -5.22674  -1.016
Cl17 -4.71322 -5.72575 -4.59324  0.500
Cl18 -2.17317 -4.31053 -4.38239  0.467
H36 -2.55011 -6.53103 -5.09257  0.032
H37 -3.11861 -5.33225 -6.29016  0.031
C20 2.31796 -3.26237 -4.75070  -0.979
Cl19 0.68038 -2.88041 -4.20534  0.502
Cl20 3.37785 -3.61758 -3.38109  0.564
H38 2.27995 -4.13525 -5.40685  0.035
H39 2.71935 -2.40618 -5.29845  0.003
C21 -9.89412 -7.19159 6.35911  -1.062
Cl21 -10.09899 -7.41271 8.10097  0.502
Cl22 -11.45020 -6.92097 5.56492  0.501
H40 -9.24994 -6.32665 6.18356  -0.021
H41 -9.43125 -8.08780 5.93867  0.026


[5]
This record from the OMol25 dataset describes one molecule with the formula C6H9N in a non-equilibrium geometry. The level of theory is ωB97M-V/def2-TZVPD.

## Properties
* charge: 0
* E_LUMO: 0.97 eV
* SMILES: C#CC[C@]1(C)CN1
* energy relative to the best compared isomer or geometry (same formula, charge and spin): 106.13 kcal per mole
* orbital gap: 10.22 eV
* largest force on an atom: 0.0294 Eh/bohr

Each line ends with the Löwdin charge.
Atoms and positions in Å:
C1 -0.33493 1.55085 0.35242  -0.020
C2 -0.51016 0.15617 -0.26496  -0.520
C3 0.57298 -0.22437 -1.28882  -0.112
C4 1.43219 -0.78201 -0.25469  -0.171
C5 2.04598 -0.89199 0.79855  0.076
C6 -0.90264 -1.06477 0.51233  -0.164
N1 -1.85370 -0.39923 -0.36956  0.064
H1 0.69808 1.92499 0.30379  0.082
H2 -0.63069 1.57803 1.40569  0.081
H3 -0.95131 2.29049 -0.18235  0.084
H4 1.14657 0.58787 -1.76798  0.127
H5 0.18946 -0.91510 -2.04853  0.125
H6 3.11053 -0.90820 0.82287  0.030
H7 -0.65883 -2.08090 0.18069  0.114
H8 -0.88693 -0.99103 1.59636  0.114
H9 -2.46661 0.16920 0.20419  0.090


> Which formula does entry 5 have?

C6H9N